[1]
{
  "formula": "C4H9NO",
  "method": "wB97M-V/def2-TZVPD",
  "species": ["C", "C", "C", "C", "O", "N", "H", "H", "H", "H", "H", "H", "H", "H", "H"],
  "positions_angstrom": [[2.127, 0.337, -0.352], [0.783, -0.084, -0.973], [-0.190, -0.675, -0.038], [-1.188, 0.170, 0.689], [-0.682, 1.356, 0.723], [-2.578, 0.019, 0.325], [2.810, 0.680, -1.136], [2.605, -0.495, 0.178], [1.943, 1.152, 0.352], [0.312, 0.796, -1.424], [0.976, -0.861, -1.730], [0.037, -1.673, 0.349], [-0.927, -0.389, 1.672], [-3.131, 0.612, 0.939], [-2.896, -0.943, 0.426]],
  "nbo_charge": [-0.588, -0.494, 0.105, 0.168, -0.554, -0.833, 0.212, 0.199, 0.233, 0.240, 0.222, 0.174, 0.189, 0.369, 0.358],
  "relative_energy_ev": 4.565,
  "energy_ev": -7827.7546,
  "homo_energy_ha": [-0.317, -0.337],
  "homo_lumo_gap_ev": [7.44, 8.62]
}



[2]
{
  "formula": "C76H79BO19P2SSi2",
  "method": "wB97M-V/def2-TZVPD",
  "species": ["C", "C", "C", "C", "C", "C", "C", "C", "C", "C", "C", "C", "Si", "O", "B", "O", "O", "O", "Si", "C", "C", "C", "C", "S", "O", "O", "O", "C", "O", "C", "C", "O", "P", "C", "O", "P", "O", "H", "H", "H", "H", "H", "H", "H", "H", "H", "H", "H", "H", "H", "H", "H", "H", "H", "H", "H", "H", "H", "H", "H", "H", "H", "H", "H", "H", "H", "H", "H", "H", "H", "H", "H", "H", "H", "H", "H", "H", "H", "H", "H", "H", "H", "H", "H", "C", "C", "C", "C", "C", "C", "C", "O", "C", "C", "C", "C", "C", "C", "C", "O", "H", "H", "H", "H", "H", "H", "H", "H", "C", "C", "C", "C", "C", "C", "C", "O", "C", "C", "C", "C", "C", "C", "C", "O", "H", "H", "H", "H", "H", "H", "H", "H", "C", "C", "C", "C", "C", "C", "C", "O", "C", "C", "C", "C", "C", "C", "C", "O", "H", "H", "H", "H", "H", "H", "H", "H", "C", "C", "C", "C", "C", "C", "C", "O", "C", "C", "C", "C", "C", "C", "C", "O", "H", "H", "H", "H", "H", "H", "H", "H"],
  "positions_angstrom": [[8.005, -6.924, 4.371], [8.981, -6.851, 3.195], [8.511, -5.944, 2.043], [9.438, -4.768, 1.693], [8.673, -3.562, 1.136], [8.085, -2.579, 2.186], [8.297, -2.924, 3.667], [7.275, -2.221, 4.562], [5.856, -2.783, 4.372], [4.987, -2.796, 5.645], [3.694, -1.981, 5.537], [2.505, -2.723, 4.881], [2.142, -2.399, 3.097], [3.278, -3.030, 2.081], [3.381, -4.359, 1.723], [4.237, -5.225, 2.397], [2.594, -4.830, 0.712], [0.696, -3.103, 2.731], [-0.530, -2.534, 1.754], [-1.862, -3.858, 1.749], [-1.840, -4.864, 0.581], [-2.231, -6.285, 0.997], [-3.694, -6.328, 1.429], [-4.386, -7.936, 1.785], [-4.299, -8.200, 3.192], [-5.632, -8.042, 1.092], [-3.344, -8.913, 1.068], [-1.221, -0.962, 2.582], [-1.064, 0.125, 1.651], [-0.975, 1.420, 2.078], [-1.603, 1.744, 3.404], [-0.474, 2.210, 1.348], [0.173, -1.845, -0.320], [1.166, -3.243, -0.957], [-1.226, -2.134, -1.204], [2.058, -0.120, 2.945], [1.248, 0.341, 4.124], [8.067, -6.033, 5.002], [8.193, -7.794, 5.003], [6.974, -7.005, 4.012], [9.150, -7.865, 2.823], [9.948, -6.485, 3.556], [8.371, -6.547, 1.140], [7.519, -5.543, 2.296], [10.037, -4.493, 2.565], [10.151, -5.096, 0.930], [7.849, -3.961, 0.532], [9.310, -3.013, 0.439], [8.503, -1.582, 2.020], [7.011, -2.476, 1.997], [9.307, -2.630, 3.967], [8.214, -4.001, 3.839], [7.575, -2.316, 5.610], [7.284, -1.151, 4.321], [5.335, -2.206, 3.602], [5.956, -3.805, 3.998], [5.571, -2.408, 6.484], [4.720, -3.828, 5.894], [3.380, -1.689, 6.542], [3.911, -1.041, 5.015], [2.619, -3.812, 4.965], [1.582, -2.465, 5.411], [5.166, -5.142, 2.156], [2.840, -5.734, 0.485], [-2.850, -3.399, 1.860], [-1.681, -4.405, 2.687], [-0.852, -4.903, 0.126], [-2.546, -4.536, -0.187], [-2.081, -6.969, 0.163], [-1.597, -6.617, 1.825], [-3.856, -5.795, 2.369], [-4.346, -5.903, 0.664], [-3.147, -9.636, 1.685], [-0.674, -0.748, 3.501], [-2.283, -1.097, 2.825], [-1.012, 1.322, 4.217], [-1.623, 2.827, 3.506], [-2.618, 1.346, 3.461], [2.194, -3.113, -0.611], [1.157, -3.121, -2.044], [0.826, -4.248, -0.717], [-2.026, -1.860, -0.741], [3.411, 0.282, 2.948], [1.622, 0.323, 1.683], [-1.106, 10.134, -3.057], [-1.657, 10.368, -1.803], [-2.054, 9.305, -1.008], [-1.905, 8.001, -1.466], [-1.368, 7.768, -2.733], [-0.963, 8.837, -3.523], [-1.233, 6.384, -3.276], [-0.756, 6.188, -4.373], [-1.710, 5.261, -2.423], [-1.637, 3.963, -2.913], [-2.058, 2.902, -2.130], [-2.549, 3.132, -0.851], [-2.628, 4.422, -0.357], [-2.215, 5.491, -1.141], [-2.320, 6.871, -0.588], [-2.727, 7.066, 0.539], [-0.792, 10.965, -3.674], [-1.779, 11.382, -1.445], [-2.488, 9.476, -0.032], [-0.543, 8.634, -4.498], [-1.244, 3.804, -3.909], [-1.995, 1.890, -2.510], [-2.861, 2.300, -0.236], [-3.001, 4.619, 0.639], [1.568, 4.360, -6.267], [0.481, 4.853, -6.978], [0.650, 5.898, -7.869], [1.908, 6.461, -8.048], [2.999, 5.973, -7.325], [2.823, 4.917, -6.438], [4.355, 6.572, -7.471], [5.306, 6.143, -6.853], [4.501, 7.727, -8.405], [5.744, 8.335, -8.531], [5.907, 9.402, -9.399], [4.830, 9.864, -10.148], [3.589, 9.263, -10.024], [3.418, 8.196, -9.150], [2.065, 7.579, -9.021], [1.130, 7.978, -9.682], [1.432, 3.543, -5.569], [-0.502, 4.428, -6.828], [-0.183, 6.295, -8.432], [3.680, 4.550, -5.889], [6.570, 7.959, -7.943], [6.875, 9.876, -9.494], [4.961, 10.695, -10.828], [2.738, 9.608, -10.596], [-7.000, 11.187, 7.631], [-7.787, 10.785, 6.558], [-7.196, 10.268, 5.417], [-5.812, 10.157, 5.342], [-5.022, 10.572, 6.415], [-5.621, 11.082, 7.561], [-3.533, 10.492, 6.354], [-2.849, 10.844, 7.291], [-2.923, 9.970, 5.098], [-1.538, 9.924, 4.994], [-0.952, 9.435, 3.840], [-1.737, 8.979, 2.787], [-3.119, 9.023, 2.883], [-3.713, 9.525, 4.035], [-5.201, 9.584, 4.105], [-5.895, 9.186, 3.195], [-7.465, 11.586, 8.524], [-8.864, 10.874, 6.613], [-7.790, 9.945, 4.574], [-4.991, 11.392, 8.383], [-0.940, 10.276, 5.824], [0.128, 9.403, 3.759], [-1.272, 8.582, 1.895], [-3.743, 8.664, 2.078], [-8.976, -10.174, -1.074], [-7.801, -9.530, -0.702], [-6.656, -9.684, -1.467], [-6.680, -10.487, -2.601], [-7.858, -11.143, -2.967], [-9.006, -10.978, -2.201], [-7.910, -12.033, -4.161], [-8.933, -12.596, -4.487], [-6.650, -12.211, -4.942], [-6.655, -13.067, -6.037], [-5.503, -13.242, -6.783], [-4.340, -12.558, -6.443], [-4.329, -11.706, -5.352], [-5.481, -11.532, -4.595], [-5.437, -10.623, -3.411], [-4.423, -10.021, -3.124], [-9.871, -10.049, -0.479], [-7.769, -8.909, 0.183], [-5.738, -9.188, -1.188], [-9.910, -11.489, -2.503], [-7.570, -13.586, -6.287], [-5.508, -13.911, -7.634], [-3.442, -12.692, -7.031], [-3.435, -11.166, -5.070]],
  "mulliken_charge": [-1.005, -0.665, 0.266, -0.847, -0.978, -0.007, 0.017, -1.411, 1.115, -1.281, -0.798, -0.649, 0.101, -0.222, 0.183, -0.627, -0.201, -0.012, -0.213, -1.009, 0.213, -0.881, -0.794, 1.217, -0.680, -0.529, -0.469, -0.923, 0.114, 0.816, -1.207, -0.540, 0.311, -0.968, -0.530, 0.379, -0.671, 0.222, 0.390, 0.198, 0.396, 0.309, 0.565, -0.510, 0.372, 0.500, 0.332, 0.380, 0.428, -0.249, 0.338, -0.106, 0.551, 0.211, 0.113, -0.380, 0.543, 0.360, 0.418, 0.330, 0.541, 0.412, 0.138, 0.200, 0.523, 0.531, -0.401, 0.477, 0.532, 0.264, 0.341, 0.415, 0.327, 0.464, 0.585, 0.218, 0.395, 0.328, 0.246, 0.444, 0.143, 0.330, 0.131, 0.097, -0.578, -0.791, -0.141, 0.538, 0.304, -0.722, 0.212, -0.638, 0.284, -0.448, -0.832, -0.444, -0.611, 0.230, 0.275, -0.600, 0.393, 0.435, 0.526, 0.618, 0.543, 0.486, 0.474, 0.504, -0.390, -0.317, -0.670, 0.236, 0.247, -0.736, 0.589, -0.662, 0.218, -0.574, -0.473, -0.478, -0.570, 0.199, 0.535, -0.663, 0.409, 0.372, 0.478, 0.488, 0.474, 0.400, 0.395, 0.475, -0.483, -0.479, -0.518, 0.109, 0.176, -0.558, 0.626, -0.667, 0.171, -0.611, -0.774, -0.175, -0.194, -0.108, 0.475, -0.661, 0.394, 0.391, 0.478, 0.476, 0.480, 0.402, 0.327, 0.695, -0.561, -0.387, -0.697, 0.227, 0.238, -0.609, 0.601, -0.663, 0.178, -0.564, -0.465, -0.489, -0.525, 0.149, 0.547, -0.679, 0.394, 0.498, 0.610, 0.480, 0.474, 0.395, 0.392, 0.472],
  "energy_ev": -164851.8461,
  "homo_energy_ha": -0.303,
  "homo_lumo_gap_ev": 7.32
}